1.
# C31H58N4O3P2TeZr

A structure of composition C31H58N4O3P2TeZr (ωB97M-V with the def2-TZVPD basis set, the OMol25 dataset).

The charge is +2. The value obtained for the LUMO energy is -5.80 eV. As for the frontier orbital gap: 6.9 eV.

XYZ file:
```
100
Properties=species:S:1:pos:R:3:mulliken_charge:R:1
Te 2.506 -0.222 1.692 0.09
Zr -0.017 0.410 0.678 -0.34
P 0.195 -2.025 -1.528 -0.53
P 0.979 0.711 -2.478 -0.91
O -0.145 -1.380 -0.187 1.29
O 0.948 -0.925 -2.434 -0.73
O 0.538 1.182 -1.114 1.36
N 2.475 1.210 -2.832 0.58
N -1.211 -2.385 -2.277 0.46
N 1.258 -3.240 -1.515 0.64
N -0.136 1.061 -3.615 0.39
C 2.936 1.404 -4.210 -0.99
C 1.399 -3.092 2.183 -0.02
C -2.371 -1.259 2.739 -1.39
C -2.311 -2.984 -1.503 -1.15
C 3.780 -2.979 1.890 -0.70
C -3.072 0.163 -0.398 -1.54
C 0.066 2.735 1.675 0.62
C -3.254 1.414 0.481 2.52
C -1.162 -2.847 -3.669 -0.91
C -0.137 1.766 2.680 -0.40
C 0.560 5.029 2.388 -1.80
C 3.874 -4.346 2.102 -0.52
C -3.531 2.582 -0.481 -1.92
C 1.128 3.821 1.629 1.59
C -4.496 1.274 1.368 -1.97
C 0.824 -4.632 -1.638 -0.95
C 2.706 -3.030 -1.550 -0.83
C 2.540 -2.348 1.902 0.11
C 1.495 -4.462 2.390 -0.69
C 1.434 4.224 0.177 -1.82
C -1.970 1.679 1.284 -0.38
C -2.932 0.592 4.370 -1.69
C -0.666 2.435 -3.624 -0.81
C -0.104 0.418 -4.936 -1.12
C 2.434 3.377 2.291 -1.43
C -1.379 1.083 2.463 -0.51
C -0.686 -0.459 4.347 -2.13
C -1.852 0.004 3.453 1.94
C 3.565 1.174 -1.853 -0.78
C 2.729 -5.094 2.336 -0.65
C -1.053 2.665 0.825 0.15
H -3.949 0.030 -1.034 0.87
H 1.244 5.875 2.314 0.47
H -4.493 0.371 1.972 0.27
H -1.242 3.379 0.041 0.90
H -3.784 0.969 3.808 0.24
H 3.110 4.228 2.377 0.51
H -0.095 3.084 -4.293 0.36
H -4.495 2.422 -0.962 0.51
H -3.285 -0.169 5.068 0.48
H -1.114 0.104 -5.203 0.29
H 1.650 3.346 -0.433 0.27
H 4.676 -2.392 1.722 0.39
H -2.154 -2.845 -0.436 0.28
H 0.550 -0.452 -4.925 0.33
H -2.208 0.279 -1.067 -0.21
H -2.057 -2.501 -4.186 0.34
H 0.606 -5.037 2.621 0.45
H 4.847 -4.821 2.091 0.42
H 0.472 1.677 3.562 0.52
H 3.664 2.214 -4.211 0.36
H -4.583 2.136 2.030 0.43
H 3.178 -3.644 -0.787 0.28
H 4.087 2.131 -1.871 0.41
H 1.352 -5.235 -0.900 0.30
H -1.654 -1.609 1.984 0.10
H 0.423 4.788 3.443 0.36
H 2.308 4.876 0.157 0.51
H -2.517 1.417 4.951 0.37
H -5.390 1.244 0.746 0.50
H -2.962 -0.739 0.204 -0.10
H -0.242 -4.723 -1.440 0.28
H 0.245 1.108 -5.705 0.48
H 2.117 1.697 -4.861 0.30
H 3.175 1.011 -0.853 -0.20
H 3.418 0.509 -4.609 0.32
H -2.388 -4.055 -1.704 0.49
H 1.037 -5.022 -2.635 0.34
H 2.797 -6.162 2.498 0.43
H 4.277 0.381 -2.092 0.36
H -0.407 5.331 1.983 0.37
H 0.441 -2.603 2.277 0.45
H 2.937 2.616 1.691 0.10
H -3.589 3.530 0.055 0.40
H 2.948 -1.989 -1.347 0.08
H -0.628 2.849 -2.617 0.06
H -2.493 -2.064 3.464 0.59
H -1.029 -1.285 4.971 0.50
H 3.107 -3.305 -2.528 0.32
H 0.171 -0.808 3.768 0.39
H -0.286 -2.439 -4.170 0.24
H 2.275 2.985 3.297 0.32
H -1.701 2.412 -3.964 0.39
H -2.777 2.657 -1.267 0.17
H 0.606 4.774 -0.276 0.36
H -0.357 0.327 5.026 0.40
H -3.252 -2.515 -1.789 0.29
H -3.341 -1.113 2.271 0.13
H -1.128 -3.937 -3.728 0.34
```

2.
# C31H60BrCl40NO3P

A cluster of 21 separate species, C31H60BrCl40NO3P in total (ωB97M-V with the def2-TZVPD basis set, the OMol25 dataset).

The value obtained for the LUMO energy (alpha / beta) is 0.29 / 0.28 eV. As for the expectation value of S²: 0.754. As for the frontier orbital gap (alpha / beta): 8.6 / 9.4 eV. As for the multiplicity: 2.

XYZ file:
```
137
Properties=species:S:1:pos:R:3:mulliken_spin:R:1
Br -0.502 -1.956 -5.369 0.00
Cl -4.940 2.391 -13.480 0.00
Cl 1.031 -6.486 2.673 0.00
Cl -5.529 4.287 -10.834 0.00
Cl 7.063 -0.692 1.076 0.00
Cl 3.461 -1.402 1.236 0.00
Cl 3.498 -0.971 -1.667 0.00
Cl -4.602 -3.748 -9.021 0.00
Cl -3.673 3.464 2.562 0.00
Cl 12.189 -7.034 7.556 0.00
Cl 8.359 -2.180 5.091 0.00
Cl 10.569 -4.620 7.177 0.00
Cl -2.527 7.852 -1.888 0.00
Cl 3.969 -0.241 7.658 0.00
Cl -6.524 5.412 -8.315 0.00
Cl -0.695 5.866 -0.729 0.00
Cl -5.544 -0.111 -12.078 0.00
Cl 11.425 -2.859 10.808 0.00
Cl -2.163 0.987 2.958 0.00
Cl 5.703 -4.615 1.105 0.00
Cl -6.406 3.521 -0.699 0.00
Cl 9.473 -0.971 9.743 0.00
Cl -4.139 -0.264 -7.288 0.00
Cl -2.716 -3.338 0.080 0.00
Cl -4.185 5.430 -0.603 0.00
Cl -5.591 -6.220 3.428 0.00
Cl 1.594 1.605 1.786 0.00
Cl 3.837 -4.330 3.349 0.00
Cl -5.502 -2.468 2.414 0.00
Cl -3.591 2.188 -8.807 0.00
Cl -4.877 -4.644 -1.403 0.00
Cl 1.952 1.840 4.691 0.00
Cl -7.877 -5.099 1.978 0.00
Cl -6.702 -0.315 0.810 0.00
Cl 4.356 3.095 12.147 0.00
Cl 1.277 -3.908 1.277 0.00
Cl 3.739 4.041 9.444 0.00
Cl 6.187 1.675 7.667 0.00
Cl 10.254 -0.454 6.491 0.00
Cl -4.264 -3.515 -6.115 0.00
Cl 5.972 0.314 3.620 0.00
P 1.104 1.410 -1.155 0.00
O 0.583 2.624 -0.463 0.00
O -1.524 -2.112 -2.854 0.00
O -4.229 1.245 -3.208 0.59
N -3.019 0.870 -2.980 0.31
C -2.580 3.192 -3.916 0.02
C 8.575 -0.992 6.384 0.00
C 0.323 -0.576 -2.904 0.00
C 3.961 -2.042 -0.327 0.00
C 11.105 -1.176 10.381 0.00
C 10.923 -5.997 8.224 0.00
C -0.252 0.680 -2.186 0.00
C -2.765 0.807 -1.516 0.02
C -4.628 -4.592 -7.466 0.00
C -1.980 1.166 -5.179 0.03
C -3.751 -0.233 -0.943 -0.02
C 5.529 -4.424 2.860 0.00
C -5.941 5.228 -0.593 0.00
C 0.359 -5.415 1.439 0.00
C -4.698 0.829 -8.555 0.00
C 4.428 1.463 7.722 0.00
C 1.596 0.760 3.337 0.00
C -5.677 5.735 -9.834 0.00
C -4.385 0.761 -13.093 0.00
C -3.046 2.105 -0.774 0.08
C -3.430 2.052 3.593 0.00
C 6.794 0.722 2.108 0.00
C -0.685 -1.548 -3.452 0.00
C 4.918 4.039 10.766 0.00
C -2.076 1.757 -3.743 0.02
C -1.347 0.329 -1.152 0.01
C -0.663 1.830 -3.125 0.00
C -3.184 -4.130 -1.432 0.00
C -6.349 -2.042 0.922 0.00
C -0.939 7.564 -1.158 0.00
C -7.225 -5.564 3.555 0.00
H -5.616 -5.010 -7.317 0.00
H -3.044 -3.427 -2.244 0.00
H -4.682 6.097 -9.603 0.00
H -3.884 -5.379 -7.489 0.00
H 0.621 0.314 3.493 0.00
H -7.197 -4.683 4.185 0.00
H 11.812 -0.875 9.617 0.00
H -0.178 7.849 -1.874 0.00
H -7.871 -6.321 3.983 0.00
H 5.984 -5.280 3.342 0.00
H -1.328 -0.731 -0.911 0.01
H -3.886 -1.038 -1.668 -0.01
H 5.078 5.062 11.083 0.00
H -4.704 0.249 -0.731 0.01
H 5.840 3.604 10.398 0.00
H -0.576 2.753 -2.549 0.00
H -5.718 -2.319 0.085 0.00
H 1.007 -1.083 -2.225 0.00
H -2.769 3.708 -2.976 -0.01
H -1.111 0.854 -0.222 0.00
H -1.765 3.733 -4.407 0.00
H 3.483 -3.005 -0.468 0.00
H -3.139 2.386 4.581 0.00
H -5.666 1.224 -8.270 0.00
H 11.216 -0.562 11.266 0.00
H -4.264 0.209 -14.017 0.00
H 11.255 -5.621 9.184 0.00
H 6.029 -3.509 3.158 0.00
H -6.353 5.754 -1.446 0.00
H 4.066 1.890 8.645 0.00
H -6.232 6.483 -10.387 0.00
H -3.978 2.581 -1.068 -0.05
H 0.066 1.888 -3.935 0.00
H -0.860 8.166 -0.261 0.00
H 0.380 -5.932 0.487 0.00
H -4.357 1.492 3.636 0.00
H -7.283 -2.589 0.890 0.00
H 10.020 -6.585 8.338 0.00
H 2.178 1.807 -1.979 0.00
H -2.387 1.862 -5.908 0.00
H 0.928 -0.234 -3.744 0.00
H -3.440 0.831 -12.566 0.00
H -2.537 0.240 -5.269 -0.01
H 6.191 1.441 1.566 0.00
H -6.337 5.637 0.329 0.00
H -2.560 -5.005 -1.573 0.00
H -4.777 0.273 -9.481 0.00
H 7.761 1.144 2.353 0.00
H 8.296 -1.448 7.326 0.00
H 5.038 -2.149 -0.334 0.00
H 7.949 -0.132 6.180 0.00
H -0.954 0.944 -5.466 0.00
H 3.989 1.973 6.872 0.00
H -3.422 3.251 -4.600 0.00
H 1.495 0.453 -0.225 0.00
H -3.120 1.890 0.290 0.00
H -2.242 2.837 -0.893 -0.01
H -0.658 -5.167 1.713 0.00
H -3.332 -0.646 -0.027 0.00
H 2.363 -0.007 3.321 0.00
```

3.
# C31H62Cl6O7

A cluster of 10 separate species, C31H62Cl6O7 in total (ωB97M-V with the def2-TZVPD basis set, the OMol25 dataset).

The value obtained for the LUMO energy is 0.35 eV. As for the frontier orbital gap: 9.8 eV. The structure (SMILES) is C1CCOC1.C1CCOC1.C1CCOC1.C1CCOC1.C1CCOC1.C1CCOC1.C1CCOC1.ClCCl.ClCCl.ClCCl.

XYZ file:
```
106
Properties=species:S:1:pos:R:3:mulliken_charge:R:1
Cl 5.763 -1.126 -1.000 -0.19
Cl 4.822 -0.826 1.746 -0.13
Cl 5.527 3.749 0.491 -0.16
Cl 3.264 3.656 -1.368 -0.17
Cl 2.561 0.777 3.932 0.05
Cl 4.502 1.218 6.076 -0.17
O 0.758 -4.121 0.084 -0.30
O -1.710 -2.398 2.418 -0.27
O 0.425 1.177 -5.557 -0.49
O -5.526 0.898 0.697 -0.46
O -1.590 -3.779 -5.899 -0.45
O 0.863 5.933 1.401 -0.42
O 1.422 -0.402 0.082 -0.02
C -0.691 -3.723 -4.802 -0.45
C 0.575 -6.042 -1.354 -0.46
C -1.549 -3.260 -3.636 0.31
C 4.598 -1.662 0.216 0.45
C 1.522 -4.969 -0.782 -0.42
C 1.952 0.926 -3.798 0.44
C 1.194 2.366 -5.609 -0.61
C -0.797 -1.083 4.122 -0.15
C 1.400 4.670 1.773 0.89
C -4.779 2.543 2.216 -0.69
C 4.814 2.933 -0.913 0.07
C -0.661 0.394 -0.610 0.13
C 2.287 2.237 -4.526 -0.41
C 0.182 1.602 -0.257 -0.17
C 2.916 0.577 5.640 -0.58
C -2.435 -2.196 -4.305 -0.51
C -2.566 -2.717 -5.742 -0.47
C -2.767 -2.179 3.321 -0.27
C -3.687 1.478 2.071 0.13
C 0.530 0.630 -4.238 0.21
C 1.959 4.851 3.184 -0.39
C 0.345 -0.738 -0.760 0.55
C 0.956 5.837 3.755 -0.60
C -6.002 1.788 1.714 -0.59
C 1.331 0.953 0.520 0.21
C -4.117 0.752 0.773 -0.15
C -2.160 -1.582 4.595 -0.76
C -0.460 -2.067 3.003 -0.10
C -0.805 -5.664 -0.815 -0.01
C 0.796 6.766 2.556 -0.52
C -0.534 -4.661 0.309 -0.21
H -2.761 -0.810 5.077 0.34
H -1.355 0.119 0.199 -0.39
H -3.566 1.210 -0.050 0.27
H 1.992 -4.374 -1.568 0.23
H 2.069 3.901 3.710 0.17
H 0.692 -0.767 -1.802 -0.31
H 3.296 2.185 -4.930 0.32
H -3.956 -0.314 0.929 0.18
H -0.871 -0.069 3.715 0.12
H 0.596 -6.070 -2.443 0.17
H 2.958 5.295 3.159 0.28
H 2.305 1.409 0.340 -0.04
H 2.218 3.094 -3.861 0.02
H -0.571 -5.152 1.291 0.31
H 0.207 -1.672 2.239 -0.18
H 4.673 1.877 -0.723 -0.13
H 4.728 -2.730 0.362 0.36
H 2.301 -5.399 -0.145 0.29
H -0.265 1.044 -3.611 -0.02
H -2.057 -1.183 -4.174 0.10
H 1.291 6.416 4.621 0.37
H -0.323 2.406 0.270 0.45
H 2.190 1.140 6.214 0.32
H -1.358 0.564 -1.436 0.66
H -1.409 -5.197 -1.591 -0.38
H -6.445 1.202 2.527 0.28
H -6.752 2.446 1.279 0.32
H -3.623 -1.589 2.964 0.08
H -3.405 -2.191 -3.799 0.36
H -1.293 -3.879 0.332 0.14
H 0.133 -3.037 -5.036 0.27
H 1.617 2.416 -6.613 0.27
H -0.149 7.309 2.538 0.30
H 1.633 7.473 2.544 0.30
H -2.700 1.936 2.036 0.15
H 2.616 0.119 -4.095 0.40
H -2.034 -2.341 5.373 0.34
H -0.983 -2.888 -2.779 -0.12
H -3.798 0.784 2.906 -0.09
H 3.585 -1.485 -0.125 -0.52
H 0.571 3.953 1.828 -0.42
H 2.861 -0.479 5.867 0.37
H -4.894 2.867 3.251 0.36
H -0.023 -1.056 4.890 0.27
H 5.511 3.122 -1.719 0.40
H -4.637 3.438 1.608 0.31
H -3.298 -3.110 3.584 0.28
H 0.020 5.379 4.084 0.24
H -1.369 -6.536 -0.483 0.41
H 0.568 3.246 -5.431 0.30
H 2.164 4.326 1.078 -0.21
H 0.386 -0.440 -4.392 -0.06
H 1.108 0.996 1.593 -0.51
H -0.266 -4.715 -4.630 0.25
H 2.002 1.086 -2.719 -0.41
H -2.287 -1.936 -6.455 0.30
H 0.648 2.032 -1.152 -0.11
H -2.188 -4.078 -3.302 0.17
H -3.540 -3.134 -5.976 0.27
H -0.013 -2.972 3.437 0.32
H -0.115 -1.684 -0.503 -0.47
H 0.935 -7.020 -1.031 0.28
```